P.
H30O15 | wB97M-V/def2-TZVPD

ORCA input file:
```
! RIJCOSX wB97M-V def2-TZVPD def2/J DEFGRID3
* xyz 0 1
O 40.9970 4.6340 0.6040
H 40.2200 5.2090 0.3250
H 41.5230 4.1660 0.1010
O 45.9600 -0.2620 4.1440
H 46.2610 0.6100 4.6610
H 45.6720 0.0150 3.2510
O 43.2240 3.6950 4.7570
H 43.7910 3.3950 4.0460
H 43.4850 3.1560 5.4480
O 40.8430 3.4230 3.0410
H 40.6010 4.2060 2.4760
H 41.7200 3.7700 3.2920
O 42.1350 0.7610 -0.7060
H 41.2430 0.7950 -0.9650
H 42.2500 0.8160 0.1880
O 41.7670 1.1060 1.9130
H 41.1520 1.8940 1.8310
H 41.6670 0.8290 2.7660
O 46.9050 0.4650 1.1820
H 47.3640 -0.2020 0.8250
H 46.3050 0.5580 0.4530
O 46.1350 2.5720 -0.7210
H 45.8500 2.8330 -1.5520
H 46.9110 2.2300 -0.8350
O 46.8930 2.5400 1.2420
H 46.8830 1.6030 1.2160
H 46.6350 2.5980 0.3830
O 46.5270 3.8320 3.5540
H 46.8140 3.7070 2.6960
H 46.4340 4.8090 3.6230
O 43.1540 5.8050 1.7070
H 43.5750 5.0080 1.9590
H 42.3740 5.3550 1.3730
O 40.7540 -0.8470 1.3410
H 41.1540 0.0210 1.2500
H 40.9400 -1.1830 2.1560
O 43.8100 2.8030 1.8280
H 44.7510 2.2610 1.5500
H 43.0220 2.1230 1.6050
O 43.1350 3.9620 -0.7240
H 43.5790 4.7760 -1.0140
H 43.8620 3.4070 -0.3540
O 44.4820 0.3130 0.3860
H 43.7980 0.4570 -0.2340
H 44.4840 -0.4980 0.3490
*
```

Output
HOMO level: -0.374 Ha

Q.
H30O15 | wB97M-V/def2-TZVPD

ORCA input file:
```
! RIJCOSX wB97M-V def2-TZVPD def2/J DEFGRID3
* xyz 0 1
H 0.4697 -0.5414 1.0108
H -1.0032 -0.8058 0.7588
H 0.1501 2.8801 1.8682
H 1.2913 3.8540 1.5333
H 3.2746 -0.0193 -1.4293
H 3.7972 -0.1215 -0.0587
H 4.3345 -0.4980 2.0034
H 5.4649 0.0218 1.2529
H -0.6631 0.2036 3.3437
H -0.8205 -1.1323 4.1329
H 0.2032 -2.7551 -1.2173
H 0.6650 -3.8605 -2.2060
H 1.6805 3.1998 -0.8549
H 1.6973 4.2490 -1.7901
H 2.2030 -2.0971 -2.9333
H 2.5777 -0.6376 -3.0390
H -1.1448 -0.5169 -3.0642
H 0.2361 -0.0849 -2.7571
H -0.7172 1.4040 -0.0619
H -0.8835 1.3307 -1.5821
H -4.9810 -0.1572 -0.8364
H -5.4223 0.7886 0.1506
H -3.0212 -3.4826 1.1345
H -4.4432 -3.3615 1.3215
H -0.5239 2.0408 3.1060
H -1.7078 1.5850 2.0832
H 3.4432 -2.9538 1.5052
H 1.9432 -2.8633 2.0060
H -3.6252 0.9190 -2.6826
H -2.7166 1.7189 -1.8716
O -0.3694 -0.3625 1.3110
O 0.3363 3.8722 1.7095
O 3.9117 0.3212 -0.8385
O 5.1020 -0.8392 1.5640
O -0.4170 -0.7398 3.2892
O -0.1145 -3.5040 -1.7717
O 2.2253 3.5473 -1.6013
O 1.9304 -1.2182 -2.6250
O -0.5968 0.2398 -3.2240
O -1.0622 1.9320 -0.8457
O -5.7347 -0.0825 -0.1679
O -3.6432 -2.8211 1.2666
O -1.4862 2.1452 2.7915
O 2.4955 -3.1049 1.2951
O -2.7971 0.8262 -2.2560
*
```

Output
HOMO level: -0.391 Ha

So which one wins? Going from most stable to least: Q, P.